A structure of composition C3H7N3O, computed with wB97M-V/def2-TZVPD.

Its net charge is 0. Its HOMO energy (spin up / spin down) is -8.761 / -8.761 eV. For the frontier orbital gap (spin up / spin down), the calculation gives 9.11 / 9.11 eV.

Geometry as XYZ:
```
14
Properties=species:S:1:pos:R:3:forces:R:3
O -1.0163 1.8699 0.8547 0.3003 -0.2660 -0.0561
N -1.2084 0.5072 -1.4334 -0.0778 -0.0528 0.0521
N 0.7514 -0.7306 -0.8857 -0.2256 -0.0315 0.1775
N 1.0879 1.0615 1.2046 -0.0001 0.1029 -0.0151
C 0.5378 -1.7472 -0.0183 0.1990 -0.1882 -0.0385
C -0.1252 1.0770 0.6031 -0.1403 0.0704 0.0955
C -0.3238 0.0409 -0.5076 0.0393 0.2242 -0.1925
H -1.8611 1.2122 -1.1176 0.0838 -0.0582 -0.0496
H 1.3994 -2.2620 0.4328 -0.1253 0.0840 -0.0499
H -0.3201 -2.4128 -0.1519 0.0464 0.1673 0.0465
H 1.2816 1.8025 1.8605 -0.0424 -0.1145 -0.0822
H -1.4871 -0.1060 -2.1795 0.0410 0.0305 0.0534
H 1.8525 0.5927 0.7439 -0.1237 0.0348 0.0540
H -0.5686 -0.9052 0.5946 0.0255 -0.0029 0.0049
```
Forces are in eV/Å.

---

A cluster of 2 separate species, C10H13N2S in total, computed with wB97M-V/def2-TZVPD.

Its net charge is +1. Its HOMO energy is -11.668 eV. For the frontier orbital gap, the calculation gives 7.28 eV.

Geometry as XYZ:
```
26
Properties=species:S:1:pos:R:3:forces:R:3
S 0.3252 2.8196 1.3671 0.1751 -0.6619 1.3980
N 3.1113 -0.1761 -1.1525 -1.4497 1.4131 0.5202
N -3.6496 0.6497 0.0403 -1.6310 1.3595 -0.6813
C -2.7572 -1.5583 0.5169 1.2117 1.2771 -0.7815
C -2.5968 -0.2336 0.0672 1.3811 0.3750 0.9822
C -0.3291 -1.7461 0.3950 0.9007 1.9898 0.3874
C -0.1864 -0.3840 0.1649 0.0776 0.3011 -0.1996
C -0.4653 2.7633 -0.1607 0.0093 -1.0833 -1.0884
C -1.1895 1.7118 -0.6437 0.6509 2.4759 -0.5064
C -1.3217 0.4164 -0.0496 0.3187 -2.0605 0.1945
C 0.9347 -2.5087 0.4348 -0.1477 -2.2709 -2.0357
C -4.4539 1.4720 -0.0586 -0.8499 -1.3000 0.4525
C -1.5723 -2.2810 0.6218 -1.6851 -0.4492 0.5999
H 1.5611 -2.3859 -0.5121 -0.8060 0.3943 1.3421
H 2.8843 0.8047 -1.4746 1.0411 -1.8758 0.0692
H -5.4586 1.9852 -0.0718 1.7877 -0.2936 -0.0867
H 0.8975 -0.0903 0.1094 -1.5930 0.4947 -0.3006
H 3.1619 -0.1327 -0.1345 0.4139 -0.1672 -0.4696
H -1.5843 1.7634 -1.6818 0.2878 0.3114 0.7931
H 3.8912 -0.6754 -1.5563 0.0677 0.6795 -0.0836
H -0.1735 3.5475 -0.8226 -0.3992 0.6041 -0.4199
H 0.5101 -3.5172 0.3024 1.0602 -0.3417 0.5716
H -3.7410 -1.9248 0.7271 -0.1776 -0.3961 0.1470
H 1.1063 3.9302 1.4043 -0.5785 -0.1647 -0.7934
H 1.5671 -2.4288 1.3127 -0.1891 0.1151 0.1548
H -1.6658 -3.2633 1.0313 0.1236 -0.7259 -0.1661
```
Forces are in eV/Å.

---

Relative energy (zero: lowest compared OMol25 entry of this formula, charge and spin) (kcal/mol)
84.6 55.1